{
  "formula": "C5H7OP",
  "method": "ωB97M-V with the def2-TZVPD basis set",
  "species": ["P", "O", "C", "C", "C", "C", "C", "H", "H", "H", "H", "H", "H", "H"],
  "coordinates": [[2.46591, -0.09723, -0.18407], [-0.04066, -2.72275, 0.25708], [0.71576, -0.45731, -0.02840], [0.29849, 0.97826, 0.18355], [1.71206, 1.56928, 0.16252], [-0.35705, -1.58123, 0.01491], [-1.77519, -1.17808, -0.28096], [-1.93885, -1.28825, -1.35643], [-0.31872, 1.37061, -0.62757], [-2.43288, -1.87976, 0.22649], [2.03284, 1.97972, 1.12081], [-2.02037, -0.16023, 0.00306], [-0.23330, 1.15350, 1.12306], [1.89195, 2.31348, -0.61404]],
  "atomic_forces_ev_per_a": [[-3.0, -1.1, 0.3], [-0.2, 0.2, 0.0], [1.1, 0.4, 0.0], [0.1, 0.1, 0.0], [0.3, 0.0, 0.0], [2.1, 0.5, -0.2], [-0.1, -0.2, 0.0], [0.0, 0.1, 0.0], [-0.1, 0.0, 0.0], [-0.1, 0.0, 0.0], [0.0, 0.0, 0.0], [0.1, 0.1, 0.0], [-0.1, 0.0, 0.0], [0.0, 0.0, 0.0]],
  "lumo_ev": -0.58,
  "energy_ha": -611.24175,
  "homo_ev": -9.047,
  "multiplicity": 1,
  "total_charge": 0,
  "e_above_lowest_kcal_mol": 28.1
}



{
  "formula": "C5H8N2O3",
  "method": "ωB97M-V with the def2-TZVPD basis set",
  "species": ["O", "O", "O", "N", "N", "C", "C", "C", "C", "C", "H", "H", "H", "H", "H", "H", "H", "H"],
  "coordinates": [[1.84448, -0.01615, 0.26020], [-0.59626, 2.65128, 0.57034], [1.87429, 2.19660, -0.68072], [-2.30540, -0.38917, -0.99522], [0.06011, 1.40668, 0.52528], [1.31509, 1.35482, -0.05019], [-1.15634, -0.71070, -0.18719], [-0.80581, 0.29193, 0.94416], [2.52006, -1.16564, -0.10758], [3.05327, -2.29947, -0.22760], [-0.12635, 3.28171, 0.01059], [-1.12445, -1.72077, 0.19211], [3.43641, -3.29184, -0.22479], [-1.66998, 0.80178, 1.17127], [-0.21839, -0.26438, 1.60304], [-3.11876, -0.23473, -0.47364], [-0.32095, -0.63128, -0.83007], [-2.66101, -1.26068, -1.50001]],
  "atomic_forces_ev_per_a": [[0.5, -1.5, 0.2], [0.0, -0.4, 0.2], [0.0, -0.4, 0.6], [-0.7, -1.9, -1.9], [1.8, 0.0, -1.0], [-1.1, -1.4, -0.4], [0.6, 0.6, 0.2], [1.3, -0.3, -3.2], [0.5, -1.4, -0.2], [-2.6, 5.2, 0.7], [0.4, -0.3, -0.3], [-0.3, -0.4, 0.5], [0.1, 0.1, -0.2], [-1.9, 0.7, 1.8], [0.1, -0.6, 1.9], [-1.2, 0.8, 1.5], [1.0, -0.3, -0.9], [1.3, 1.4, 0.4]],
  "lumo_ev": 0.72,
  "energy_ha": -530.34024,
  "homo_ev": -9.439,
  "multiplicity": 1,
  "total_charge": 0,
  "e_above_lowest_kcal_mol": 148.8
}



{
  "formula": "C3H8NOP",
  "method": "ωB97M-V with the def2-TZVPD basis set",
  "species": ["P", "O", "N", "C", "C", "C", "H", "H", "H", "H", "H", "H", "H", "H"],
  "coordinates": [[3.86256, -0.48726, -0.83404], [0.26257, 0.68891, 0.85731], [3.73364, 0.59741, 0.39061], [-0.29950, -0.06655, 0.15589], [-1.72938, -0.06194, -0.27035], [0.44909, -1.29019, -0.30279], [0.44946, -2.14338, 0.38283], [3.95365, 0.40831, 1.33645], [-2.17436, -1.02681, 0.05516], [0.07890, -1.69233, -1.16463], [-1.79269, 0.30143, -1.26622], [-2.27354, 0.72119, 0.32335], [3.11956, 1.35756, 0.15764], [1.45995, -0.91886, -0.41623]],
  "atomic_forces_ev_per_a": [[0.5, -0.3, 0.1], [0.9, 2.7, 1.7], [-0.6, -0.3, -1.8], [-0.8, -3.3, -1.0], [-1.1, 1.5, 2.7], [1.2, 0.6, 1.7], [-0.1, 0.5, 0.5], [0.2, 0.1, 0.9], [0.2, 0.4, -1.1], [-0.9, -0.8, -2.7], [-0.3, -0.6, -1.2], [0.5, -0.6, -0.4], [0.0, 0.5, 0.8], [0.3, -0.4, -0.2]],
  "lumo_ev": [-0.20, -0.20],
  "energy_ha": -590.36672,
  "homo_ev": [-7.100, -7.093],
  "multiplicity": 1,
  "total_charge": 0,
  "e_above_lowest_kcal_mol": 54.4
}



{
  "formula": "C32H71N5O2PS2",
  "method": "ωB97M-V with the def2-TZVPD basis set",
  "species": ["S", "S", "P", "O", "O", "N", "N", "N", "N", "N", "C", "C", "C", "C", "C", "C", "C", "C", "C", "C", "C", "C", "C", "C", "C", "C", "C", "C", "C", "C", "C", "C", "C", "C", "C", "C", "C", "C", "C", "C", "C", "C", "H", "H", "H", "H", "H", "H", "H", "H", "H", "H", "H", "H", "H", "H", "H", "H", "H", "H", "H", "H", "H", "H", "H", "H", "H", "H", "H", "H", "H", "H", "H", "H", "H", "H", "H", "H", "H", "H", "H", "H", "H", "H", "H", "H", "H", "H", "H", "H", "H", "H", "H", "H", "H", "H", "H", "H", "H", "H", "H", "H", "H", "H", "H", "H", "H", "H", "H", "H", "H", "H", "H"],
  "coordinates": [[2.60017, 4.01055, -2.29456], [2.34532, 1.70890, -4.85621], [3.13307, 3.55787, -4.11420], [-0.83793, 1.45038, -1.87938], [-0.77323, 3.86126, -1.55199], [-1.01624, 9.77565, 3.20687], [3.84602, -0.70155, -4.46322], [3.49727, -6.35335, 0.08296], [-2.11535, -7.47799, -4.64248], [-1.47924, 3.39153, 3.84511], [4.34042, -1.84640, -3.64180], [3.57823, -8.78494, 0.87573], [-0.13659, 10.85273, 5.35361], [-2.22697, 9.18312, 3.78206], [-2.25198, 3.47199, 5.09007], [-2.35001, -6.17992, -2.50889], [-2.68314, -9.92613, -5.12403], [-0.65108, -7.48756, -4.62340], [-1.26921, 4.66898, 3.16062], [-1.85788, 2.25517, 3.00064], [-3.75072, 3.72997, 4.97359], [-0.88407, 1.98181, 1.85745], [-0.49603, 10.97023, 3.87536], [3.05479, -0.84304, -1.20394], [-2.73266, -8.45997, -5.54148], [-0.62422, 2.65123, -2.42266], [0.48657, 1.57797, -4.68779], [-0.25523, 2.88585, -4.03730], [1.82699, -5.21982, -1.40618], [2.54118, 0.40527, -2.19360], [1.92121, -6.20003, 2.09167], [3.00467, 0.29455, -3.74684], [-3.39542, 10.15770, 3.90391], [0.62288, 7.95890, 3.95543], [3.09326, -5.63591, 1.29398], [-0.00425, 8.78053, 2.83384], [3.95075, -1.94848, -2.06438], [-2.42981, 5.23385, 2.34690], [4.29626, -7.56256, 0.31307], [2.46731, -6.52648, -0.94515], [0.03796, -8.58556, -3.81851], [-2.78263, -7.38419, -3.34105], [1.14381, -5.41618, -2.23900], [-1.17590, 1.06552, 1.33388], [0.05952, 1.44149, -5.79428], [4.75421, -7.85146, -0.64223], [-2.56426, 8.36790, 3.12864], [3.95531, -5.53082, 1.96271], [-2.95797, -6.12041, -1.60019], [1.85697, 1.27067, -1.75236], [-0.04795, 11.85369, 5.78977], [4.99363, -2.70241, -4.15708], [0.82749, 10.35961, 5.49599], [0.37792, 11.34440, 3.32986], [-0.88296, 2.79043, 1.11978], [-2.92370, 4.47662, 1.73230], [-0.42001, -8.74241, -2.83834], [-3.86302, -7.28045, -3.50632], [0.21053, 0.58194, -4.10906], [-1.32153, 2.96005, -4.56956], [1.34181, 8.54595, 4.53079], [0.13632, 1.84527, 2.22898], [2.58254, -4.50792, -1.75293], [-3.96133, 4.77066, 4.71837], [-2.29519, -8.35999, -6.54104], [-2.11431, 2.52833, 5.63444], [4.22170, -9.66564, 0.78004], [-2.05831, 6.00971, 1.66863], [-0.27115, -7.51420, -5.65117], [-4.23109, 3.08329, 4.23493], [-1.68708, -10.35115, -5.26449], [-3.62949, 10.61969, 2.93972], [-0.46379, 8.08231, 2.12174], [-1.30415, -6.25496, -2.19495], [-0.12257, 7.54734, 4.64061], [-2.98546, -10.07630, -4.08451], [1.08537, -6.50560, 1.45679], [2.79006, -0.93134, -0.06837], [-3.19246, 10.94964, 4.63169], [5.14363, -7.31759, 0.96304], [2.92829, -6.98081, -1.83193], [1.08474, -8.31199, -3.64693], [-2.48312, -5.24563, -3.06321], [-1.23797, 11.77217, 3.77046], [1.67800, -7.21130, -0.61790], [0.79278, 9.27153, 2.26448], [-2.86477, 2.37436, 2.58705], [-1.78747, 3.98512, -1.52416], [-1.80968, 4.23401, 5.74137], [1.24124, -4.74903, -0.61039], [-4.28828, 9.62404, 4.24579], [2.22350, -7.05253, 2.70385], [1.54344, -5.43484, 2.77853], [-2.03405, 8.73733, 4.76346], [0.26972, 3.91229, -4.23946], [3.35872, -8.66869, 1.93913], [2.64713, -9.00423, 0.34704], [-0.89242, 10.31415, 5.93130], [-0.30701, -6.51922, -4.23804], [-0.40711, 4.56082, 2.49004], [-0.94777, 5.42516, 3.88604], [2.72457, 4.69579, -4.94962], [-3.36701, -10.50961, -5.74912], [4.59831, 3.53633, -4.22470], [-4.23297, 3.53687, 5.93743], [1.17367, 7.11432, 3.52865], [-2.64342, -8.29341, -2.74689], [-3.78714, -8.18256, -5.67146], [-3.17861, 5.70581, 2.98679], [4.34551, -2.90285, -1.47589], [0.04397, -9.53613, -4.35635], [2.84647, -4.60364, 1.01455], [-1.87882, 1.34857, 3.61947]],
  "atomic_forces_ev_per_a": [[0.2, -0.4, -0.6], [0.2, -3.2, -0.5], [0.6, 3.0, 2.6], [1.6, 7.6, -4.0], [-1.8, -2.7, -3.0], [0.3, -0.2, -0.3], [-1.1, -0.4, 5.1], [0.4, 0.0, 0.0], [-0.1, 0.0, -0.3], [0.0, 0.0, 0.3], [-2.7, 2.9, 2.2], [0.0, -0.2, 0.2], [0.2, 0.1, 0.3], [0.0, 0.2, -0.2], [0.2, -0.3, 0.0], [0.1, 0.0, 0.0], [0.1, -0.3, -0.1], [-0.1, 0.3, 0.2], [0.3, -0.3, -0.2], [0.3, 0.1, 0.1], [-0.3, 0.2, 0.1], [0.0, 0.1, -0.1], [-0.4, 0.2, -0.1], [1.3, 0.3, -6.3], [-0.2, 0.2, 0.1], [-1.0, -4.1, 3.3], [-2.5, 0.2, -0.3], [-1.2, -0.2, 0.5], [-0.1, 0.0, 0.2], [2.2, -3.6, -0.6], [-0.1, 0.0, 0.3], [0.8, -1.9, 3.2], [0.1, 0.1, 0.1], [0.3, -0.1, 0.1], [-0.1, 0.2, -0.2], [-0.3, 0.0, -0.1], [-1.0, 1.9, -0.3], [-0.2, 0.3, -0.1], [0.1, 0.1, -0.3], [0.2, 0.2, 0.1], [0.3, -0.2, 0.0], [0.1, 0.2, -0.2], [0.1, 0.0, 0.1], [0.0, 0.1, 0.1], [1.4, 0.4, 2.3], [-0.2, 0.2, 0.0], [0.3, 0.0, 0.0], [0.1, -0.2, -0.2], [0.1, 0.0, -0.1], [1.7, -2.0, -1.3], [0.0, -0.1, 0.0], [-1.7, 2.3, 1.2], [-0.2, 0.0, 0.1], [-0.1, -0.3, -0.1], [0.1, -0.1, 0.1], [0.0, 0.0, 0.1], [0.0, 0.0, -0.1], [0.2, -0.2, -0.2], [0.9, 2.2, -0.9], [2.3, -0.2, 1.2], [-0.1, -0.1, 0.0], [-0.1, 0.1, 0.0], [0.0, -0.1, 0.1], [0.0, -0.1, 0.0], [0.1, 0.1, 0.2], [0.1, 0.0, -0.2], [-0.1, 0.1, 0.0], [0.0, 0.0, 0.1], [-0.3, -0.1, 0.0], [0.1, 0.1, 0.0], [-0.1, 0.0, 0.1], [0.1, 0.0, 0.1], [-0.2, 0.1, 0.1], [-0.1, 0.0, 0.0], [0.0, 0.1, 0.0], [0.0, 0.0, -0.1], [0.1, 0.0, 0.0], [0.6, 0.2, -2.5], [0.0, -0.1, -0.1], [-0.2, 0.2, 0.0], [0.1, -0.1, 0.3], [-0.1, 0.0, 0.0], [0.1, -0.1, 0.0], [0.0, -0.2, 0.0], [-0.2, -0.1, -0.1], [-0.1, 0.2, 0.1], [-0.2, -0.1, -0.1], [2.1, -0.2, 0.3], [0.1, 0.0, -0.2], [0.1, 0.0, -0.1], [0.1, 0.0, 0.0], [-0.1, 0.0, -0.1], [0.0, -0.1, -0.1], [-0.1, -0.1, 0.2], [-0.9, -2.1, 0.7], [-0.1, 0.0, -0.1], [0.1, 0.0, 0.0], [0.0, 0.0, -0.1], [-0.2, 0.0, 0.0], [-0.1, -0.1, 0.1], [-0.1, -0.3, 0.1], [0.3, -1.6, -0.2], [0.1, 0.1, 0.1], [-1.3, -0.7, -0.6], [0.1, 0.0, -0.1], [0.0, 0.0, 0.0], [0.0, -0.1, 0.2], [0.1, 0.1, 0.2], [0.0, -0.1, -0.1], [-0.9, 2.3, -1.4], [-0.1, 0.1, 0.2], [0.0, -0.1, -0.1], [-0.1, 0.3, 0.1]],
  "lumo_ev": -4.42,
  "energy_ha": -2823.16852,
  "homo_ev": -9.334,
  "multiplicity": 1,
  "total_charge": 1,
  "e_above_lowest_kcal_mol": 117.6
}



Repeat the third record exactly.
{
  "formula": "C3H8NOP",
  "method": "ωB97M-V with the def2-TZVPD basis set",
  "species": ["P", "O", "N", "C", "C", "C", "H", "H", "H", "H", "H", "H", "H", "H"],
  "coordinates": [[3.86256, -0.48726, -0.83404], [0.26257, 0.68891, 0.85731], [3.73364, 0.59741, 0.39061], [-0.29950, -0.06655, 0.15589], [-1.72938, -0.06194, -0.27035], [0.44909, -1.29019, -0.30279], [0.44946, -2.14338, 0.38283], [3.95365, 0.40831, 1.33645], [-2.17436, -1.02681, 0.05516], [0.07890, -1.69233, -1.16463], [-1.79269, 0.30143, -1.26622], [-2.27354, 0.72119, 0.32335], [3.11956, 1.35756, 0.15764], [1.45995, -0.91886, -0.41623]],
  "atomic_forces_ev_per_a": [[0.5, -0.3, 0.1], [0.9, 2.7, 1.7], [-0.6, -0.3, -1.8], [-0.8, -3.3, -1.0], [-1.1, 1.5, 2.7], [1.2, 0.6, 1.7], [-0.1, 0.5, 0.5], [0.2, 0.1, 0.9], [0.2, 0.4, -1.1], [-0.9, -0.8, -2.7], [-0.3, -0.6, -1.2], [0.5, -0.6, -0.4], [0.0, 0.5, 0.8], [0.3, -0.4, -0.2]],
  "lumo_ev": [-0.20, -0.20],
  "energy_ha": -590.36672,
  "homo_ev": [-7.100, -7.093],
  "multiplicity": 1,
  "total_charge": 0,
  "e_above_lowest_kcal_mol": 54.4
}



What is the formula in the third record?
C3H8NOP